The following is a DFT calculation (the ωB97M-V functional and the def2-TZVPD basis) of the ion C4H6N3O2 with charge +1 at a distorted geometry.

CARTESIAN COORDINATES (ANGSTROEM)
C (0.745166, -1.847962, -0.095825)
N (0.734935, -0.557258, -0.045771)
C (-0.395416, 0.236619, -0.002496)
C (0.025705, 1.672159, -0.013753)
N (1.428707, 1.604998, 0.053158)
C (1.824414, 0.421196, 0.079268)
N (3.276886, 0.024510, 0.052722)
O (4.096593, 0.825902, -0.092882)
O (3.369289, -1.206113, 0.046272)
H (-0.166076, -2.443003, -0.321515)
H (1.627822, -2.474116, -0.254213)
H (-0.909133, -0.068281, 0.974203)
H (-0.930791, 0.026373, -0.901939)
H (-0.357079, 2.248097, -0.942461)
H (-0.396861, 2.408114, 0.758191)

Cartesian forces, eV/Å:
C -0.1614 -0.5516 -1.8361
N 3.6042 -2.4675 0.5570
C -4.3379 0.1236 1.8844
C -1.8180 2.8845 -0.5411
N 1.7685 -0.0103 0.1231
C 0.5486 0.8266 -0.2700
N -2.6796 -2.9635 -0.5579
O 1.6507 1.8837 0.1104
O 0.5431 0.6364 0.3392
H 0.0647 1.0686 0.7365
H 0.1748 0.8950 0.7022
H -0.0101 0.6352 -1.6109
H -1.1319 -0.3049 -0.1733
H 1.0859 -1.1040 1.0014
H 0.6985 -1.5518 -0.4651

Results
HOMO-LUMO gap = 0.3560 Eh
ΔE to the lowest compared entry with this formula, charge and spin = 6.856 eV
net charge = +1
SMILES string = C=[N+]1CCN=C1[N+](=O)[O-]

The following is a DFT calculation (the ωB97M-V functional and the def2-TZVPD basis) of the molecule C4H6N3PS at a distorted geometry.

CARTESIAN COORDINATES (ANGSTROEM)
N (1.310694, -2.323926, -0.979520)
C (0.613830, -1.218232, -0.691412)
N (-0.176552, -0.705641, -1.566851)
C (-0.754024, 0.440413, -1.156046)
C (-0.822542, 1.100081, 0.028023)
P (-1.792971, 2.571976, 0.224834)
C (0.241082, 0.307564, 1.221111)
S (0.687358, 0.757357, 2.672764)
N (0.884090, -0.731800, 0.591204)
H (0.977440, -2.839755, -1.712178)
H (1.789774, -2.735940, -0.210167)
H (-1.238407, 0.999621, -1.935301)
H (-0.892030, 3.602482, 0.844366)
H (-2.254297, 2.226114, 1.514730)
H (1.426554, -1.450313, 1.154441)

Cartesian forces, eV/Å:
N 0.9955 1.1206 1.7792
C 0.0014 0.4089 0.9758
N 0.5047 -0.1723 0.3564
C -1.1685 2.1006 0.0636
C 3.7868 -3.1359 2.4269
P 0.3129 1.2335 1.1314
C -1.9026 1.5061 -3.9626
S -0.1715 0.6480 1.5512
N 0.0867 -2.0028 -0.4244
H -0.6396 -1.6560 -2.0220
H 0.2795 -0.7450 -0.1237
H -0.4924 -0.1365 -0.6040
H -0.4628 -1.2152 -0.7329
H -0.2820 0.0792 -0.0213
H -0.8478 1.9670 -0.3936

Results
HOMO-LUMO gap = 0.3290 Eh
ΔE to the lowest compared entry with this formula, charge and spin = 0.000 eV
SMILES string = Nc1ncc(P)c(=S)[nH]1

The following is a DFT calculation (the ωB97M-V functional and the def2-TZVPD basis) of a cluster of 2 separate species, C4H6N3S in total at a distorted geometry.

CARTESIAN COORDINATES (ANGSTROEM)
C (2.069223, 2.793880, 0.136075)
C (3.409377, 2.552217, -0.050863)
C (2.089697, 0.731135, -0.123923)
C (-0.998590, -1.873490, -0.002528)
N (1.248394, 1.641816, 0.135746)
N (-2.336186, -2.085797, 0.219804)
N (-0.307018, -1.032529, 0.716882)
S (3.701347, 0.912701, -0.548664)
H (1.602909, 3.701935, 0.539658)
H (4.183901, 3.180628, -0.290026)
H (-0.651807, -2.304228, -0.947416)
H (-2.833080, -2.789723, -0.351164)
H (-2.681560, -1.841321, 1.136134)
H (-0.778783, -0.853279, 1.616842)

Cartesian forces, eV/Å:
C 0.2992 0.4193 1.3501
C -2.4217 -0.9838 -0.9057
C -3.9877 3.2805 1.1136
C -0.9547 1.7346 0.5390
N 3.3823 -3.3852 -1.0220
N 0.6650 -1.1027 -0.6754
N 0.2257 -1.5581 -0.7645
S -0.0044 -0.9958 0.3129
H 0.3248 -0.3351 -0.5970
H 1.7145 1.7574 0.0976
H 0.2889 0.2366 0.3821
H 0.4644 0.7379 0.8885
H -0.3486 -0.1543 -0.2158
H 0.3523 0.3486 -0.5032

Results
HOMO-LUMO gap (spin up / spin down) = 0.1856 / 0.1856 Eh
ΔE to the lowest compared entry with this formula, charge and spin = 5.918 eV
net charge = +1

The following is a DFT calculation (the ωB97M-V functional and the def2-TZVPD basis) of the molecule C4H6N4 at a distorted geometry.

CARTESIAN COORDINATES (ANGSTROEM)
C (1.458319, -0.564614, -0.488577)
C (1.649845, 0.561275, 0.454174)
N (0.701551, 1.396888, 0.432888)
N (-0.466691, 1.433695, -0.523265)
C (-1.548907, 0.593256, -0.243906)
N (-1.834590, -0.646194, 0.350898)
N (-0.429882, -1.463093, 0.674132)
C (0.496890, -1.499470, -0.627784)
H (2.308552, -0.869698, -1.029206)
H (2.586538, 0.661948, 1.000987)
H (-0.778816, 2.472263, -0.330422)
H (-2.454932, 1.111807, -0.845376)
H (-0.071790, -0.778637, 1.388689)
H (0.280850, -2.189440, -1.290679)

Cartesian forces, eV/Å:
C 0.9403 -2.6046 -0.7594
C -2.5514 -1.8318 -2.6896
N -0.3864 2.7722 0.8664
N 1.5570 0.7260 2.7737
C -3.4951 -3.0473 0.1672
N 3.7647 3.6911 -2.8490
N -1.5349 1.9413 -2.1105
C -0.9282 6.3185 8.6547
H 1.3870 0.4241 -1.2203
H -0.5074 0.3939 0.2773
H 0.6109 -2.8179 -0.7844
H 1.5763 -1.4171 1.9709
H 0.2349 -1.2147 -1.2168
H -0.6678 -3.3337 -3.0802

Results
HOMO-LUMO gap = 0.3445 Eh
ΔE to the lowest compared entry with this formula, charge and spin = 7.061 eV
SMILES string = c1cn[nH]cn[nH]c1

The following is a DFT calculation (the ωB97M-V functional and the def2-TZVPD basis) of a cluster of 2 separate species, C4H6N4 in total at a distorted geometry.

CARTESIAN COORDINATES (ANGSTROEM)
C (-0.726846, 0.101659, 0.117575)
C (1.646807, -0.342441, 0.103661)
C (1.372901, 1.057148, 0.136946)
C (0.034143, 1.346312, 0.065573)
H (-3.577113, -0.565728, -0.670240)
H (-2.748768, -0.632169, 1.613515)
H (0.387267, -1.875552, 0.090360)
H (3.457246, -0.517187, -0.939122)
H (2.100349, 1.901046, -0.119058)
H (-0.339786, 2.219768, 0.025750)
N (-2.553313, -0.937232, -0.134022)
N (-1.942563, 0.320864, -0.432079)
N (0.308713, -0.961944, 0.438857)
N (2.580961, -1.114544, -0.297717)

Cartesian forces, eV/Å:
C 1.6790 1.9236 -3.0346
C -1.7304 -1.5023 -0.1825
C -0.2514 4.0834 -1.6605
C 5.6089 -7.3468 1.3828
H 2.7178 -2.3982 2.6909
H -0.4317 -1.0541 -3.6721
H -1.2630 -1.5140 -0.6102
H -3.3749 -1.9505 3.1039
H -0.6587 -1.6068 0.8170
H -2.8433 6.0254 -0.5176
N -5.3875 2.9032 0.1423
N 4.0184 -3.6978 3.7804
N -0.4236 3.6701 0.0188
N 2.3403 2.4648 -2.2586

Results
HOMO-LUMO gap = 0.2560 Eh
ΔE to the lowest compared entry with this formula, charge and spin = 8.949 eV

The following is a DFT calculation (the ωB97M-V functional and the def2-TZVPD basis) of the molecule C4H6N4 at a distorted geometry.

CARTESIAN COORDINATES (ANGSTROEM)
H (-1.185316, -0.143458, 0.455762)
N (-1.312461, 0.819903, 0.056631)
C (-0.149672, 1.292612, -0.025842)
N (-0.039716, 2.615449, -0.540739)
N (0.927110, 0.362874, 0.169150)
C (0.778411, -1.091544, 0.466048)
C (-0.480170, -1.778683, -0.224414)
C (-1.527720, -2.181733, -0.849718)
N (1.550708, -1.849851, 1.193821)
H (2.379928, -1.344032, 1.714352)
H (0.509171, 2.779216, -1.518809)
H (-1.144445, 2.860277, -0.462059)
H (1.761821, 0.627363, 0.933392)
H (-2.067650, -2.968392, -1.367573)

Cartesian forces, eV/Å:
H -1.3048 1.6129 -0.1787
N -0.7397 -1.1912 1.2588
C 0.0113 -1.0076 -1.5964
N -0.7232 0.1677 -0.9253
N 4.2345 -0.6318 3.5115
C -1.1808 -0.3388 -0.2633
C -2.4718 -0.9167 -2.0843
C 5.8797 0.8647 2.9688
N -0.0268 2.6307 -0.5252
H -2.1437 -0.8490 -1.5770
H -2.1253 -0.7791 3.2289
H 3.6178 -0.1832 -1.1013
H -2.8829 -0.1474 -2.9953
H -0.1441 0.7688 0.2790

Results
HOMO-LUMO gap = 0.3547 Eh
ΔE to the lowest compared entry with this formula, charge and spin = 5.438 eV
SMILES string = [H]/N=C(/N)N/C(C#C)=N\[H]

The following is a DFT calculation (the ωB97M-V functional and the def2-TZVPD basis) of the molecule C4H6N4 at a distorted geometry.

CARTESIAN COORDINATES (ANGSTROEM)
H (0.636449, 0.831525, 3.492996)
N (-0.350157, 0.821455, 3.089951)
C (-0.296747, 0.531332, 1.823104)
C (0.941419, 0.421204, 1.084945)
C (0.840006, -0.040572, -0.198395)
N (-0.327279, -0.301966, -0.826598)
C (-0.506356, -0.707279, -2.213033)
N (-1.490114, -0.087505, -0.112372)
N (-1.525306, 0.301302, 1.097077)
H (1.988504, 0.626961, 1.426190)
H (1.717507, -0.052954, -0.880797)
H (0.493254, -0.754056, -2.733698)
H (-1.066582, 0.063661, -2.773262)
H (-1.054599, -1.653105, -2.276108)

Cartesian forces, eV/Å:
H -1.6083 0.2059 -0.8532
N 0.6892 -0.6063 -0.8398
C 0.9375 0.3840 2.1104
C 0.5627 -0.9665 -2.1018
C 1.8754 1.0208 -0.3594
N -1.0915 0.3604 1.8023
C 0.5535 0.5471 -0.8555
N -0.4891 0.0875 0.2415
N 1.1890 -0.2828 -1.2785
H -1.4730 -0.0400 0.1165
H -0.5476 -0.2895 0.7148
H -0.9827 -0.2556 0.8374
H 0.0701 -0.3271 0.4431
H 0.3147 0.1620 0.0220

Results
HOMO-LUMO gap = 0.3240 Eh
ΔE to the lowest compared entry with this formula, charge and spin = 3.078 eV
SMILES string = [H]/N=c1\ccn(C)nn1

The following is a DFT calculation (the ωB97M-V functional and the def2-TZVPD basis) of the molecule C4H6N4 at a distorted geometry.

CARTESIAN COORDINATES (ANGSTROEM)
H (-2.218175, 0.965331, -0.129563)
N (-1.461392, 1.718572, 0.054009)
C (-0.417990, 0.944586, 0.019911)
C (0.936960, 1.425820, -0.026618)
C (2.022633, 0.521629, 0.045400)
N (1.806483, -0.898871, 0.058728)
C (0.570890, -1.244133, -0.016064)
N (-0.444333, -0.428041, 0.046849)
N (-1.767764, -1.002262, -0.055424)
H (1.202721, 2.488449, -0.219561)
H (3.069295, 0.797561, -0.035681)
H (0.351116, -2.302336, -0.053996)
H (-2.012128, -1.225962, 0.949209)
H (-1.638319, -1.760340, -0.637203)

Cartesian forces, eV/Å:
H 0.6298 1.9921 0.6442
N -0.3589 -3.0199 -0.9055
C 0.0045 2.8445 0.2778
C 3.8622 -0.8255 -0.0356
C -2.9833 -0.3264 -0.5108
N 0.7082 1.7953 -0.2460
C 2.6062 -1.1040 0.6124
N -3.6753 -0.2956 -0.6127
N 0.6650 2.2321 3.1464
H -0.7226 -0.8744 0.4304
H -0.2720 0.2098 0.1656
H -0.1901 -0.1378 -0.0476
H -0.0024 -0.2228 -1.8264
H -0.2713 -2.2673 -1.0923

Results
HOMO-LUMO gap = 0.3267 Eh
ΔE to the lowest compared entry with this formula, charge and spin = 2.363 eV
SMILES string = [H]/N=c1/ccncn1N

ΔE to the lowest compared entry with this formula, charge and spin of number 1 (C4H6N3O2)? 6.856 eV

Among the records above, which one has the highest ΔE to the lowest compared entry with this formula, charge and spin? number 5

Which of these has the highest ΔE to the lowest compared entry with this formula, charge and spin? number 5